{"formula": "C3H8N3O", "method": "the ωB97M-V functional and the def2-TZVPD basis", "elements": ["C", "N", "C", "O", "C", "N", "N", "H", "H", "H", "H", "H", "H", "H", "H"], "positions_angstrom": [[-2.1775, 0.5630, -0.3456], [-1.3906, -0.4887, -0.3717], [-0.1406, -0.5624, 0.2335], [0.4309, -1.7831, 0.0947], [0.4212, 0.5082, 1.1868], [0.7632, 0.6121, -0.2459], [1.9904, 0.2459, -0.7638], [-3.2713, 0.4250, -0.6979], [-1.8159, 1.4531, 0.0965], [-1.8762, -1.4436, -0.4289], [1.3985, -1.7514, -0.3443], [-0.4014, 1.2647, 1.6090], [1.1214, 0.1817, 1.8455], [2.1125, 0.6138, -1.7506], [2.8354, 0.1617, -0.1172]], "atomic_forces_ev_per_a": [[-1.128, -2.748, -0.946], [-3.908, -0.288, 1.191], [4.208, 0.996, -0.558], [1.628, -0.453, -0.348], [-4.026, 1.175, -2.629], [-1.290, 0.422, 0.832], [1.218, -0.532, 0.012], [2.138, 0.389, 0.589], [0.299, 0.973, -0.095], [1.055, 1.563, -0.683], [-2.769, 0.694, 0.884], [2.193, -1.393, -0.991], [1.985, -0.917, 1.973], [0.069, -0.511, 2.141], [-1.672, 0.631, -1.372]], "gap_ha": [0.28320, 0.28318], "lumo_ev": [-5.440, -5.440], "smiles": "C=[NH+][C@]1(O)CN1N", "e_homo_ev": [-13.15, -13.15], "mol_weight_g_mol": 102.12, "total_charge": 1}